No. 1
# C20H21N2O7PRhS4

A molecular structure, C20H21N2O7PRhS4 (ωB97M-V with the def2-TZVPD basis set, the Open Molecules 2025 dataset).

```
56
Properties=species:S:1:pos:R:3
Rh -0.567 -0.937 -1.015
O -2.745 -6.657 0.383
C -2.227 -5.435 0.095
C -1.183 -5.273 -0.812
C -0.725 -3.994 -1.045
N -1.254 -2.947 -0.432
C -2.245 -3.087 0.440
C -2.771 -4.327 0.736
C -2.723 -1.780 1.060
O -3.661 -1.810 1.846
O -2.038 -0.768 0.701
C 0.409 -3.654 -2.002
O 0.965 -4.554 -2.609
O 0.676 -2.399 -2.048
H -2.271 -7.325 -0.123
H -0.719 -6.101 -1.335
H -3.579 -4.412 1.449
S -2.559 -0.054 -2.362
C -1.254 0.561 -3.279
N -0.041 0.310 -2.880
C 0.925 0.886 -3.676
C 2.300 0.772 -3.501
C 3.132 1.414 -4.398
C 2.613 2.157 -5.462
C 1.245 2.265 -5.651
C 0.406 1.623 -4.750
S -1.337 1.556 -4.716
H 2.682 0.181 -2.679
H 4.205 1.337 -4.278
H 3.286 2.650 -6.151
H 0.841 2.832 -6.479
C -2.233 0.973 3.531
C -1.402 1.983 2.770
C -1.962 2.323 1.403
O -0.012 1.590 2.666
P 0.804 0.307 2.215
S 0.348 -1.398 2.979
S 0.985 0.383 0.145
O 2.268 0.750 2.695
C 2.849 2.062 2.812
C 2.581 2.973 1.627
C 2.448 2.689 4.138
H -3.219 1.408 3.711
H -1.771 0.742 4.492
H -2.360 0.051 2.970
H -1.319 2.900 3.363
H -2.067 1.423 0.801
H -1.314 3.034 0.887
H -2.949 2.774 1.522
H 3.921 1.848 2.841
H 1.523 3.220 1.553
H 2.890 2.502 0.695
H 3.147 3.897 1.756
H 1.386 2.926 4.144
H 3.018 3.608 4.296
H 2.656 2.003 4.958
```

Summary:
- HOMO energy (spin up / spin down) (eV) = -5.345 / -5.540
- charge = -1
- multiplicity = 5
- relative energy (zero: lowest compared OMol25 entry of this formula, charge and spin) (eV) = 0.000
- E (Ha) = -3455.8105
- frontier orbital gap (spin up / spin down) (Ha) = 0.2853 / 0.2346



No. 2
# C20H21N3O4

C20H21N3O4 in the gas phase in a non-equilibrium geometry (ωB97M-V with the def2-TZVPD basis set, the Open Molecules 2025 dataset).

```
48
Properties=species:S:1:pos:R:3
N 2.481 -2.978 -0.254
C 1.781 -1.906 0.426
C 1.810 -0.623 -0.437
C 3.153 0.095 -0.381
C 3.251 1.342 0.266
C 4.450 2.017 0.327
C 5.633 1.406 -0.174
O 6.801 2.114 -0.134
C 5.568 0.159 -0.815
C 4.334 -0.460 -0.924
C 0.347 -2.347 0.813
O 0.055 -2.993 1.799
N -0.610 -2.003 -0.093
C -1.994 -2.191 0.261
C -2.534 -1.306 1.437
C -2.384 0.162 1.210
C -1.359 0.934 1.694
N -1.436 2.183 1.215
C -2.603 2.322 0.427
C -3.247 3.423 -0.169
C -4.505 3.223 -0.741
C -5.034 1.929 -0.901
C -4.389 0.834 -0.341
C -3.184 1.005 0.406
C -2.881 -2.030 -0.977
O -4.023 -2.377 -0.909
O -2.419 -1.387 -2.079
H 2.460 -3.872 0.270
H 1.959 -3.263 -1.093
H 2.306 -1.774 1.385
H 1.491 -0.864 -1.513
H 1.105 0.161 -0.050
H 2.333 1.786 0.629
H 4.541 3.015 0.814
H 7.485 1.574 -0.563
H 6.471 -0.222 -1.313
H 4.243 -1.419 -1.420
H -0.498 -1.431 -0.916
H -2.066 -3.255 0.592
H -3.593 -1.588 1.570
H -1.995 -1.610 2.346
H -0.559 0.616 2.363
H -0.833 2.934 1.479
H -2.763 4.393 -0.159
H -5.044 4.102 -1.057
H -6.022 1.839 -1.343
H -4.896 -0.167 -0.305
H -3.184 -1.498 -2.670
```

Summary:
- HOMO energy (eV) = -7.905
- relative energy (zero: lowest compared OMol25 entry of this formula, charge and spin) (eV) = 1.332
- E (Ha) = -1239.9970
- frontier orbital gap (Ha) = 0.3102
- SMILES = N[C@@H](Cc1ccc(O)cc1)C(=O)N[C@@H](Cc1c[nH]c2ccccc12)C(=O)O



No. 3
# C20H21N3O5S2

A molecular structure, C20H21N3O5S2 in a non-equilibrium geometry (ωB97M-V with the def2-TZVPD basis set, the Open Molecules 2025 dataset).

```
51
Properties=species:S:1:pos:R:3
C 1.088 -4.355 -1.916
C 0.213 -3.472 -1.264
H -0.819 -3.607 -1.553
H 0.218 -3.599 -0.201
O 0.358 -2.285 -1.769
C -0.473 -1.268 -0.968
O -1.404 -1.572 -0.071
C -0.057 0.193 -1.492
C -0.636 1.346 -0.874
N 0.139 2.326 -1.281
N 0.990 2.168 -2.118
C 0.874 0.760 -2.315
H 1.654 -0.069 -2.972
C 0.152 3.838 -0.821
H -0.895 4.121 -0.875
H 0.603 4.253 -1.514
C 0.905 3.724 0.533
H 0.261 3.349 1.361
H 1.136 5.045 0.653
O 2.128 3.329 0.511
C 2.198 1.986 0.643
O 1.234 1.458 1.395
C 3.609 1.553 0.439
C 3.683 0.068 0.981
C 3.221 -0.918 -0.029
C 3.580 -2.256 0.914
C 4.231 -2.245 2.048
S 4.617 -0.232 2.237
H 4.490 -2.809 2.882
H 3.202 -3.292 0.681
H 2.670 -0.945 -0.751
H 3.692 1.509 -0.828
H 4.402 2.108 0.876
N -1.612 1.146 0.127
C -2.514 2.142 0.576
O -2.492 3.553 0.208
C -3.404 1.669 1.463
C -3.898 0.299 1.597
C -4.718 -0.082 0.325
C -5.021 -1.394 0.383
C -4.173 -2.237 1.452
S -3.514 -1.000 2.523
H -4.327 -3.251 1.543
H -5.561 -2.167 -0.417
H -5.235 0.615 -0.479
H -2.743 1.611 2.577
H -4.191 2.246 1.746
H -1.615 0.154 0.479
H 0.938 -4.148 -3.177
H 1.927 -4.021 -1.692
H 0.887 -5.344 -1.779
```

Summary:
- HOMO energy (eV) = -8.339
- relative energy (zero: lowest compared OMol25 entry of this formula, charge and spin) (eV) = 19.647
- E (Ha) = -2110.8973
- frontier orbital gap (Ha) = 0.3001



No. 4
# C20H21N4OSc

A molecular structure, C20H21N4OSc (ωB97M-V with the def2-TZVPD basis set, the Open Molecules 2025 dataset).

```
47
Properties=species:S:1:pos:R:3
Sc 0.077 0.784 0.647
C -0.403 -0.215 -2.247
N 0.124 -0.831 -1.003
C 1.508 -1.320 -1.197
C 2.383 -1.150 0.019
C 3.406 -2.040 0.290
C 4.276 -1.761 1.334
C 4.090 -0.608 2.083
C 3.021 0.209 1.779
N 2.179 -0.051 0.764
C -0.790 -1.881 -0.513
C -2.070 -1.274 0.026
C -3.181 -2.071 0.241
C -4.338 -1.476 0.721
C -4.347 -0.108 0.967
C -3.191 0.611 0.749
N -2.065 0.041 0.287
C -0.087 1.259 -2.393
C -0.180 1.852 -3.643
C 0.046 3.213 -3.760
C 0.363 3.951 -2.627
C 0.432 3.295 -1.418
N 0.206 1.974 -1.296
H -0.013 -0.749 -3.118
H -1.487 -0.336 -2.260
H 1.510 -2.359 -1.536
H 1.953 -0.727 -2.000
H 3.526 -2.928 -0.316
H 5.090 -2.438 1.560
H 4.750 -0.351 2.899
H 2.813 1.100 2.359
H -1.048 -2.578 -1.319
H -0.279 -2.451 0.267
H -3.143 -3.130 0.025
H -5.226 -2.068 0.895
H -5.232 0.393 1.331
H -3.148 1.675 0.950
H -0.422 1.254 -4.511
H -0.021 3.696 -4.726
H 0.553 5.013 -2.679
H 0.675 3.832 -0.508
C -0.461 -0.186 4.130
C -0.256 0.261 2.737
O -0.178 1.513 2.521
H 0.513 -0.098 4.629
H -0.782 -1.221 4.196
H -1.144 0.480 4.661
```

Summary:
- HOMO energy (eV) = -14.777
- charge = +2
- E (Ha) = -1829.3205
- frontier orbital gap (Ha) = 0.3118



No. 5
# C20H21N5O3Tm

A molecular structure, C20H21N5O3Tm in a non-equilibrium geometry (ωB97M-V with the def2-TZVPD basis set, the Open Molecules 2025 dataset).

```
50
Properties=species:S:1:pos:R:3
Tm 0.202 -0.404 -0.425
O 1.192 1.410 -0.005
C 1.642 1.991 1.079
C 2.605 3.015 0.969
C 3.155 3.606 2.082
C 2.758 3.221 3.367
C 1.795 2.255 3.502
C 1.198 1.638 2.384
C 0.148 0.693 2.634
N -0.601 0.106 1.761
C -1.626 -0.803 2.297
C -2.117 -1.755 1.198
N -0.957 -2.176 0.430
C -0.750 -3.416 0.165
C 0.467 -3.938 -0.396
C 0.569 -5.337 -0.525
C 1.748 -5.951 -0.860
C 2.889 -5.163 -1.042
C 2.820 -3.793 -0.939
C 1.611 -3.131 -0.668
O 1.584 -1.814 -0.666
H 2.927 3.287 -0.030
H 3.913 4.370 1.958
H 3.206 3.678 4.237
H 1.464 1.961 4.492
H -0.039 0.493 3.693
H -2.464 -0.218 2.684
H -1.217 -1.391 3.123
H -2.809 -1.226 0.534
H -2.641 -2.600 1.650
H -1.502 -4.160 0.444
H -0.312 -5.938 -0.332
H 1.803 -7.025 -0.960
H 3.836 -5.637 -1.263
H 3.697 -3.176 -1.086
C -3.032 3.873 -2.816
N -2.288 2.649 -2.591
C -2.852 1.321 -2.781
C -1.724 0.456 -2.243
O -1.687 -0.760 -2.060
N -0.696 1.245 -1.888
C -1.083 2.525 -2.026
N -0.293 3.505 -1.628
H -3.673 3.740 -3.685
H -2.350 4.694 -3.029
H -3.649 4.133 -1.953
H -3.051 1.098 -3.831
H -3.774 1.177 -2.213
H 0.540 3.206 -1.133
H -0.582 4.466 -1.607
```

Summary:
- HOMO energy (spin up / spin down) (eV) = -10.680 / -10.687
- charge = +1
- multiplicity = 3
- E (Ha) = -2359.4454
- frontier orbital gap (spin up / spin down) (Ha) = 0.2952 / 0.2955



No. 6
# C20H21NO3

3 unconnected molecules or ions with the total composition C20H21NO3 in a non-equilibrium geometry (ωB97M-V with the def2-TZVPD basis set, the Open Molecules 2025 dataset).

```
45
Properties=species:S:1:pos:R:3
H -1.628 0.005 -1.962
N -1.905 0.978 -2.239
C -1.894 1.806 -1.110
C -2.287 3.387 -1.219
C -1.536 1.119 0.279
C -1.127 1.939 1.591
C 0.208 2.575 1.879
C 1.528 2.775 0.935
C 0.070 2.796 3.475
O 1.090 2.490 4.235
O -1.231 2.746 4.148
C -1.935 2.461 2.901
O -3.105 3.032 2.638
H -1.284 4.007 -1.247
H -2.905 3.501 -2.188
H -2.883 3.645 -0.238
H -0.586 0.435 0.050
H -2.373 0.342 0.629
H 1.674 1.979 0.101
H 1.244 3.763 0.315
H 2.499 3.077 1.522
C -0.637 -3.037 -6.060
C -1.508 -4.014 -5.576
C -2.385 -3.713 -4.535
C -2.390 -2.436 -3.974
C -1.513 -1.462 -4.451
C -0.638 -1.761 -5.495
H 0.042 -3.270 -6.875
H -1.502 -5.010 -6.011
H -3.066 -4.473 -4.161
H -3.076 -2.200 -3.165
H -1.513 -0.468 -4.010
H 0.043 -1.002 -5.868
C 2.845 -0.176 4.560
C 3.617 -1.219 5.072
C 3.818 -2.375 4.319
C 3.244 -2.490 3.052
C 2.465 -1.452 2.544
C 2.266 -0.294 3.296
H 2.694 0.727 5.145
H 4.063 -1.130 6.060
H 4.423 -3.185 4.717
H 3.403 -3.389 2.464
H 2.012 -1.544 1.559
H 1.661 0.516 2.898
```

Summary:
- HOMO energy (eV) = -9.315
- relative energy (zero: lowest compared OMol25 entry of this formula, charge and spin) (eV) = 7.518
- E (Ha) = -1054.9469
- frontier orbital gap (Ha) = 0.2919
- SMILES = [H]/N=C(/C)CC1=C(C)C(=O)OC1=O.c1ccccc1.c1ccccc1